{
  "formula": "C25H64N4O8",
  "method": "ωB97M-V with the def2-TZVPD basis set",
  "total_energy_ev": -49298.7644,
  "e_above_lowest_kcal_mol": 0.0,
  "species": ["O", "O", "O", "O", "O", "O", "O", "O", "N", "N", "N", "N", "C", "C", "C", "C", "C", "C", "C", "C", "C", "C", "C", "C", "C", "C", "C", "C", "C", "C", "C", "C", "C", "C", "C", "C", "C", "H", "H", "H", "H", "H", "H", "H", "H", "H", "H", "H", "H", "H", "H", "H", "H", "H", "H", "H", "H", "H", "H", "H", "H", "H", "H", "H", "H", "H", "H", "H", "H", "H", "H", "H", "H", "H", "H", "H", "H", "H", "H", "H", "H", "H", "H", "H", "H", "H", "H", "H", "H", "H", "H", "H", "H", "H", "H", "H", "H", "H", "H", "H", "H"],
  "xyz": [[-1.152, -0.046, -4.559], [0.005, 2.440, -5.156], [1.567, -2.376, 4.585], [2.258, 6.832, 1.862], [-2.063, -2.362, -3.699], [0.066, 5.118, 0.828], [-0.913, -0.116, 1.420], [-5.614, -3.365, -0.647], [2.859, -1.810, 4.450], [-2.166, 3.651, -3.772], [0.309, 2.311, 1.116], [-6.963, -5.968, 0.574], [5.134, -0.304, 3.779], [-1.601, 4.273, -4.976], [-5.575, -4.729, -1.021], [-0.172, 3.829, -5.294], [-1.766, 5.818, -4.923], [2.828, -0.433, 4.921], [3.092, -1.865, 1.953], [3.618, -2.326, 3.334], [1.320, 2.089, -5.572], [2.002, 0.460, 3.969], [3.692, -3.849, 3.412], [5.047, -1.814, 3.506], [-4.838, -6.926, 0.132], [2.246, -0.319, 6.333], [4.294, 0.022, 5.027], [-1.286, -1.460, 1.588], [-0.710, -2.053, -3.369], [1.302, 5.363, 0.200], [-4.876, -2.506, -1.480], [-0.197, 0.158, 0.227], [-0.231, 1.664, -0.083], [1.740, 6.761, 0.538], [-5.571, -5.566, 0.223], [0.486, 1.975, -1.389], [-0.172, -1.050, -4.363], [0.882, 7.432, 0.440], [5.671, -2.411, 4.175], [-1.172, 6.360, -4.187], [2.030, -2.095, 1.851], [1.579, 1.313, 4.515], [1.439, 2.232, -6.653], [1.074, -0.006, 3.634], [1.160, -0.263, 6.323], [-5.478, -2.082, -2.294], [0.822, -0.250, 0.215], [-0.702, -0.396, -0.581], [-2.084, -1.771, 0.902], [2.634, -1.060, 7.037], [1.641, -3.045, 5.275], [4.333, 1.100, 5.215], [-0.390, -2.084, 1.471], [3.277, -0.807, 1.790], [0.043, 4.214, -6.298], [0.101, -1.515, -5.315], [5.534, -2.050, 2.549], [-1.485, 6.221, -5.896], [3.602, -2.427, 1.166], [0.489, 3.051, -1.564], [-0.798, 0.761, -4.966], [-1.266, 1.989, -0.219], [-1.740, 2.722, -3.716], [4.818, -0.410, 5.884], [-2.216, 4.033, -5.851], [-4.412, -1.690, -0.934], [0.538, 4.376, -4.661], [-4.103, -2.995, -2.086], [1.171, 5.260, -0.893], [-0.111, 1.793, 1.886], [-0.644, -1.740, -2.319], [-3.125, 3.356, -3.949], [1.497, 6.749, 2.446], [-7.446, -5.069, 0.652], [2.091, 2.729, -5.140], [-4.644, -7.556, 1.001], [1.555, 1.717, -1.411], [2.609, 0.589, 6.828], [-5.099, -5.056, 1.070], [6.173, -0.022, 3.939], [2.067, 4.591, 0.356], [2.503, 7.097, -0.166], [4.465, -4.188, 2.721], [2.607, 0.906, 3.181], [4.725, 0.245, 2.932], [-1.651, -1.532, 2.614], [-0.114, 4.149, 0.885], [-5.318, -7.543, -0.630], [0.122, 1.388, -2.233], [1.440, 1.027, -5.380], [-4.701, -4.943, -1.645], [-7.153, -6.431, 1.451], [-0.164, -2.999, -3.421], [2.747, -4.376, 3.279], [-2.430, -1.524, -4.020], [-6.458, -4.978, -1.622], [-2.814, 5.949, -4.662], [4.035, -4.184, 4.396], [0.757, -0.602, -3.987], [-3.796, -6.782, -0.199], [1.284, 2.010, 1.144]],
  "forces_ev_per_angstrom": [[-0.4, 0.0, 0.1], [0.6, 0.2, -0.4], [-0.3, 0.0, -0.7], [0.0, 0.2, -0.1], [0.1, 0.2, 0.0], [-0.2, -0.3, 0.4], [0.3, 0.9, -0.1], [0.4, 0.2, 0.1], [-0.1, -0.9, 2.0], [0.4, -1.1, -0.2], [0.4, 0.1, -0.4], [-0.7, 2.0, -0.8], [-0.6, -0.7, 0.5], [-0.5, 0.7, -0.3], [0.0, 0.0, -0.3], [-0.6, 1.4, 0.5], [0.5, -0.8, 0.1], [0.5, 0.3, -0.3], [0.0, -0.6, 0.1], [0.0, 0.3, 0.0], [-0.2, -0.1, -0.8], [-0.4, 1.0, 0.8], [0.1, -0.3, 0.5], [0.8, 0.3, -1.2], [1.4, 0.3, -1.6], [0.2, 0.2, 0.5], [0.7, 0.5, -0.6], [0.4, 0.0, 0.3], [-0.6, -0.7, -0.1], [-0.6, -0.6, -1.4], [0.0, 0.2, -1.4], [-1.3, -0.7, -1.4], [0.0, -1.3, 0.2], [0.1, -0.2, 0.2], [-0.2, -3.1, 2.4], [1.1, 0.1, 0.2], [0.8, 0.6, 0.0], [0.0, 0.0, -0.1], [-0.5, 0.2, 0.7], [0.1, -0.4, 0.3], [-0.1, 0.2, 0.1], [0.4, 0.1, 0.2], [-0.2, 0.0, -0.1], [0.4, -0.5, -0.5], [0.0, -0.3, 0.1], [-0.5, 0.2, 0.3], [0.2, 0.2, 0.5], [0.0, 0.2, -0.1], [0.2, 0.1, -0.1], [-0.3, -0.5, -0.4], [0.2, 0.1, 0.0], [-0.2, 0.0, -0.1], [-0.3, -0.2, 0.0], [-0.2, 0.0, 0.0], [0.0, -0.5, -0.2], [-0.3, -0.2, 0.0], [0.0, 0.3, -0.1], [-0.4, 0.2, -0.1], [0.1, 0.1, 0.0], [-0.4, 0.0, -0.3], [0.0, -0.2, 0.1], [-0.1, -0.1, 0.2], [0.2, 0.3, 0.4], [-0.4, -0.4, 0.1], [0.1, -0.4, -0.1], [-0.1, -0.1, 0.3], [0.0, -0.2, 0.4], [0.3, -0.4, 0.6], [-0.1, 0.5, -0.1], [-0.1, 0.4, 0.2], [0.0, 0.4, -0.2], [-0.1, 0.6, 0.0], [0.1, -0.1, 0.0], [-0.4, -0.4, 0.0], [-0.1, -0.2, 0.6], [-0.9, 0.5, 0.5], [0.0, -0.1, 0.6], [-0.1, 0.3, -0.5], [0.0, 0.6, -0.3], [0.0, 0.2, -0.1], [0.1, 0.2, 0.9], [0.2, 0.0, 0.2], [-0.3, -0.2, -0.3], [-0.2, -0.3, -0.3], [0.2, 0.1, -0.1], [0.0, -0.2, -0.1], [0.6, 0.4, 0.2], [-0.1, -0.1, 0.1], [-0.6, 0.4, 0.0], [0.3, 0.1, 0.3], [0.1, 0.1, 0.2], [0.8, -0.1, 0.2], [0.2, 0.1, -0.2], [0.0, 0.2, -0.5], [-0.1, -0.2, 0.1], [0.0, -0.1, 0.0], [0.0, 0.5, -0.3], [0.1, 0.4, 0.1], [0.0, -0.1, 0.2], [-0.2, 0.2, -0.3], [0.1, 0.4, 0.2]]
}